No. 1
ORCA calculation (ωB97M-V/def2-TZVPD) on one molecule with the formula C11H21N3O4.

Positions of all 39 atoms, in Å:
N: -0.080 3.028 -0.051
H: -2.919 3.471 0.153
N: -1.370 -1.206 0.775
H: -2.058 4.256 -1.250
C: -2.378 3.331 -0.761
C: 0.845 -0.781 1.749
O: -1.288 1.212 -0.726
H: 3.969 2.521 -2.225
O: 3.229 -1.075 1.414
H: 1.007 -0.548 2.789
H: 0.085 0.487 0.265
H: 3.894 1.991 -0.452
H: -2.506 -2.930 0.447
H: 3.692 3.753 -0.929
C: -2.644 -1.867 0.661
C: 1.980 -1.724 1.305
O: 2.621 1.481 1.757
C: 1.346 2.625 0.052
C: -1.182 2.436 -0.511
H: 3.089 -0.157 1.782
C: 3.482 2.711 -1.240
O: -0.657 -2.487 2.470
H: 2.136 1.189 -3.129
C: 1.680 1.468 0.979
H: -3.052 2.887 -1.468
H: -3.206 -1.421 -0.154
C: -0.454 -1.539 1.681
H: 2.097 0.320 -1.522
H: 0.607 1.112 -2.267
C: 1.963 2.502 -1.362
H: 1.877 3.447 0.512
H: 1.514 3.323 -1.954
H: -3.236 -1.855 1.595
H: -0.245 4.027 0.116
H: 1.814 -2.041 0.267
C: 1.712 1.186 -2.109
N: 0.856 0.410 0.906
H: 1.980 -2.596 1.951
H: -1.166 -0.468 0.084

Output
SMILES   CNC(=O)[C@@H](CO)NC(=O)[C@H](NC(C)=O)C(C)C
M   259.31 g mol⁻¹
Calculated total energy   -24409.098 eV
Energy relative to the best compared isomer or geometry (same formula, charge and spin)   108.6 kJ/mol
E_LUMO   0.20 eV

Atomic partial charges in e from the Mulliken method, atoms 1 to 2: -0.114 0.308

***

No. 2
ORCA calculation (ωB97M-V/def2-TZVPD) on a 7-piece molecular cluster, C5H26N2O7 overall.

Positions of all 40 atoms, in Å:
C: 1.428 2.236 0.529
H: 0.377 1.475 -0.989
H: 0.242 -1.773 2.491
O: -3.715 1.752 -1.151
H: 2.827 -1.865 -0.740
H: -2.293 2.005 1.744
H: -2.969 1.965 -1.733
H: -1.500 2.675 0.642
N: -1.106 -1.908 -0.004
C: -0.232 0.322 2.106
H: 0.126 1.277 2.478
H: -1.872 -2.316 -0.521
H: 3.759 -1.052 0.193
H: 2.316 1.588 0.524
H: -2.081 -0.449 2.243
H: 1.540 -0.683 2.852
H: -1.221 -2.162 0.974
H: 1.341 -2.943 -1.799
H: 2.413 0.014 -1.706
H: -2.044 0.021 0.106
O: -2.342 2.745 1.116
N: 0.244 1.556 0.012
H: 2.339 0.776 -3.070
H: 0.951 -0.391 0.464
H: -0.339 -1.775 -2.755
H: 1.269 2.593 1.546
O: 0.532 -1.908 -3.141
H: 1.643 3.107 -0.088
C: -1.098 -0.438 -0.181
O: -1.623 0.377 2.428
C: 0.457 -0.785 2.891
O: 3.389 -1.045 -0.699
H: -3.462 2.136 -0.286
O: 1.796 0.438 -2.351
H: 0.134 -0.757 3.930
C: 0.044 0.220 0.582
H: 0.783 -2.677 -0.428
H: 1.008 -1.066 -2.970
O: 1.583 -3.043 -0.854
H: -0.966 -0.234 -1.243

Output
SMILES   CN[C@H](CN)[C@H](C)O.O.O.O.O.O.O
M   226.27 g mol⁻¹
Calculated total energy   -22920.638 eV
Energy relative to the best compared isomer or geometry (same formula, charge and spin)   8.3 kJ/mol
E_LUMO   0.30 eV

Atomic partial charges in e from the Mulliken method, atoms 1 to 2: -0.981 0.292

***

No. 3
ORCA calculation (ωB97M-V/def2-TZVPD) on one molecule with the formula C19H18F2N2O3S.

Positions of all 45 atoms, in Å:
N: -1.784 -1.423 3.866
C: -1.405 1.297 -2.884
C: 1.077 -0.289 -1.273
H: 0.175 0.446 3.153
H: -1.151 4.511 -1.731
H: -1.181 -3.449 4.010
C: 0.239 -2.301 2.808
C: -0.817 2.553 -2.608
C: 2.768 -1.093 1.866
C: 3.891 -0.055 -1.396
C: -3.447 2.030 -1.783
O: -0.889 -1.305 -3.472
N: 3.817 -0.776 1.010
H: -2.544 -0.433 2.214
C: 3.117 0.197 -2.536
H: 2.919 -1.347 2.885
H: -3.439 4.050 -1.068
H: -0.577 0.852 1.566
H: 0.845 -2.022 3.664
H: 3.563 0.552 -3.462
H: -4.445 1.770 -1.467
S: -0.490 0.051 -3.866
H: -1.361 -1.165 4.761
H: -0.001 -0.433 -1.200
O: 1.125 0.333 -3.680
F: 0.409 2.940 -3.007
F: -3.322 -0.070 -2.863
O: -0.821 0.296 -5.277
H: 4.829 -0.869 1.192
H: 0.607 -3.225 2.296
C: 1.877 -0.518 -0.120
H: 4.971 0.035 -1.466
C: 3.225 -0.419 -0.201
H: -2.266 0.574 3.559
C: 1.700 0.078 -2.494
C: 0.178 -1.158 1.742
C: -1.193 -2.617 3.286
C: -2.848 3.241 -1.496
H: -1.800 -2.868 2.418
H: -0.471 -1.504 0.945
C: -0.489 0.079 2.373
C: -1.840 -0.238 2.988
C: -1.587 3.534 -1.938
C: 1.578 -0.914 1.208
C: -2.740 1.070 -2.525

Output
SMILES   O=S(=O)(Oc1ccc2[nH]cc(C3CCNCC3)c2c1)c1c(F)cccc1F
M   392.43 g mol⁻¹
Calculated total energy   -45386.335 eV
Energy relative to the best compared isomer or geometry (same formula, charge and spin)   194.1 kJ/mol
E_LUMO   0.26 eV

Atomic partial charges in e from the Mulliken method, atoms 1 to 2: -0.370 -0.098

***

No. 4
ORCA calculation (ωB97M-V/def2-TZVPD) on C8H5NOOsS3Te as an isolated structure.

Positions of all 20 atoms, in Å:
C: 2.384 -1.469 -0.276
N: -3.352 1.848 0.060
C: 1.552 -0.406 0.046
C: -3.957 -1.344 2.196
C: 1.822 0.853 -0.473
Te: -0.071 -0.727 1.408
S: -3.536 -1.319 0.477
S: -4.959 -2.514 2.778
H: 2.193 -2.447 0.138
Os: -2.164 0.499 0.698
H: 1.192 1.693 -0.212
H: 4.546 0.124 -2.333
C: 3.718 -0.022 -1.655
H: 3.098 2.034 -1.703
C: 2.897 1.044 -1.321
H: 4.093 -2.112 -1.371
C: 3.455 -1.276 -1.128
O: -5.287 3.134 -0.316
S: -3.278 -0.078 3.104
C: -4.346 2.483 -0.118

Output
M   545.16 g mol⁻¹
Calculated total energy   -54178.577 eV
Energy relative to the best compared isomer or geometry (same formula, charge and spin)   186.3 kJ/mol
E_LUMO (alpha / beta)   -2.72 / -2.45 eV

Atomic partial charges in e from the Mulliken method, atoms 1 to 2: -0.377 -0.589

***

No. 5
ORCA calculation (ωB97M-V/def2-TZVPD) on a 2-piece molecular cluster, C4H8O2 overall.

Positions of all 14 atoms, in Å:
H: 1.339 0.074 1.842
H: -0.196 -0.887 1.945
C: -1.262 0.559 -0.074
C: 0.762 -0.748 1.440
H: 0.295 2.131 -0.311
O: 1.701 -0.091 -0.254
H: 1.312 -1.669 1.312
H: -0.584 1.741 -1.829
C: 0.606 0.040 -0.946
O: -0.460 -0.648 -0.104
H: 0.593 -0.443 -1.938
C: -0.228 1.354 -0.871
H: -2.214 0.382 -0.581
H: -1.459 0.872 0.958

Output
M   88.11 g mol⁻¹
Calculated total energy   -8368.067 eV
Energy relative to the best compared isomer or geometry (same formula, charge and spin)   503.2 kJ/mol
E_LUMO   0.41 eV

Atomic partial charges in e from the Mulliken method, atoms 1 to 2: 0.310 0.349

***

- What is the calculated total energy in the first record?
  -24409.098 eV